[1]
C24H15Br4N2O2SiTi | wB97M-V/def2-TZVPD

Structure (XYZ):
```
49
Properties=species:S:1:pos:R:3:forces:R:3:mulliken_spin:R:1
Br -0.49657 5.15775 1.99811 -0.1 -0.2 0.2 0.000
Br 0.74442 -0.42301 5.39181 -0.6 1.2 -0.7 0.000
Br 0.65613 5.33416 5.21514 -0.1 0.0 -0.4 0.000
Br 0.73956 2.53089 6.93900 0.1 0.1 0.3 0.000
Ti -0.70885 0.48514 0.54587 1.0 0.3 1.7 0.451
Si 0.94971 -0.16593 -1.21242 1.6 -0.3 -1.0 -0.015
O -0.01511 0.06202 2.36244 -1.0 0.3 -1.3 0.006
O -0.76560 2.28197 1.12863 0.2 -0.9 -0.4 0.003
N -2.50603 0.27910 -0.14654 -1.1 0.0 0.2 0.075
N -5.17009 -1.74534 4.11333 2.1 1.4 -3.1 0.099
C 2.70299 -2.32000 -2.05369 -2.6 2.4 0.3 -0.002
C 0.20033 1.24798 4.50441 0.2 -1.0 -1.2 0.003
C -0.33923 0.26406 -5.75602 0.0 -0.8 0.5 -0.001
C 4.00268 -2.27581 0.32507 0.7 -0.5 -0.4 0.001
C -0.20191 -1.19217 -3.81828 -0.7 -0.9 -1.1 -0.002
C 0.44277 -0.23534 -3.04413 -0.4 -0.4 1.2 -0.002
C -0.57984 -0.98355 -5.17412 1.1 1.0 1.4 0.001
C 0.34877 2.50770 5.11170 0.3 -0.1 -0.4 0.000
C -0.27828 3.59893 3.06846 1.0 1.2 -0.1 -0.002
C -3.89535 -0.76731 2.09507 2.1 1.5 -1.9 0.145
C -0.43983 2.40112 2.42112 0.3 -1.8 1.6 0.002
C -3.97107 0.65605 1.69889 -1.3 -1.8 1.7 0.028
C -4.56393 -1.30954 3.19141 -2.9 -1.5 4.0 -0.035
C -3.42060 1.08006 0.56362 1.4 -1.4 -1.3 0.086
C -0.12940 1.14664 3.12587 0.5 2.2 0.7 -0.004
C 0.66648 0.96320 -3.64435 -0.7 0.9 -1.0 0.000
C -3.05616 -1.58140 1.33525 -0.7 0.1 0.2 -0.019
C -2.31652 -1.03843 0.27225 -0.9 -0.2 -0.2 0.139
C 2.14951 -1.59738 -0.95694 -0.8 -0.2 -0.6 -0.009
C 0.22437 1.21541 -4.91433 0.8 1.6 -2.6 0.001
C 2.74400 -1.69145 0.27227 0.5 -0.2 0.8 0.001
C 4.61805 -2.83082 -0.79843 -0.1 0.1 -0.3 -0.001
C 0.27572 3.69762 4.36599 -1.2 -1.1 0.4 0.004
C 3.89719 -2.91098 -2.00697 1.5 -0.8 0.4 0.000
H 2.20972 -2.20770 -3.01094 -0.1 -0.2 0.0 0.000
H -4.59557 1.30923 2.28760 -0.2 0.1 -0.1 0.004
H 1.13252 1.77131 -3.15343 0.6 0.7 0.7 0.000
H 4.18937 -3.34279 -2.96241 0.8 -0.2 0.5 0.000
H -3.06701 -2.65720 1.50888 0.3 0.3 0.0 0.000
H -0.94177 -1.79964 -5.74519 -0.5 -0.6 -0.4 0.000
H -3.64565 1.98459 0.05841 0.1 1.0 0.1 0.008
H -0.51186 0.42258 -6.83028 -0.1 0.2 0.7 0.000
H 1.95024 1.05096 -1.04344 -1.0 -0.8 -0.3 -0.005
H 0.52261 2.17792 -5.39322 -0.5 -0.6 0.6 0.000
H -1.85317 -1.70940 -0.46121 0.1 0.3 0.3 0.036
H 2.30566 -1.28320 1.20189 0.3 0.0 -0.7 0.002
H -0.42969 -2.18980 -3.45171 0.2 0.1 0.3 0.000
H 4.55938 -2.24705 1.23819 0.2 0.0 0.5 0.000
H 5.66695 -3.12118 -0.76259 -0.3 -0.2 0.1 0.000
```
Forces are in eV/Å.

For the HOMO energy (alpha / beta), the calculation gives -8.214 / -8.239 eV. As for the spin multiplicity: 2. As for the expectation value of S²: 0.775. The gap between HOMO and LUMO (alpha / beta) comes out at 6.683 / 5.757 eV. The LUMO energy (alpha / beta) is -1.531 / -2.483 eV. As for the relative energy (zero: lowest compared OMol25 entry of this formula, charge and spin): 11.13 kcal/mol.


[2]
C2H8NOS2 | wB97M-V/def2-TZVPD

Structure (XYZ):
```
14
Properties=species:S:1:pos:R:3:forces:R:3:mulliken_spin:R:1
S 1.58862 1.31545 1.33975 1.6 -1.4 -0.2 0.730
S 2.74653 -0.32339 0.80374 -1.0 1.5 0.5 0.269
O 0.02349 1.04364 -1.39254 1.8 0.0 0.2 0.007
N -1.55841 -0.44904 -0.40821 0.6 -0.3 0.4 0.003
C -0.66297 -1.30071 0.44561 -1.4 1.4 0.0 -0.004
C -1.09160 0.91889 -0.56713 -0.7 -0.3 0.9 0.015
H -1.16996 -2.24988 0.61583 0.3 0.0 0.0 0.000
H 0.81820 0.93456 -0.80341 -1.0 0.1 -1.1 -0.013
H 0.29476 -1.41617 -0.02161 0.7 -0.4 -0.1 0.002
H -0.82381 1.38582 0.40590 -0.7 -0.6 -0.3 -0.006
H -1.92482 1.47436 -0.99149 0.1 0.2 -0.3 0.000
H -0.53461 -0.76864 1.41658 -0.1 -0.5 -0.6 0.001
H 3.91068 0.28874 0.51083 -0.1 0.1 0.0 -0.004
H -1.61609 -0.85365 -1.35384 0.0 0.2 0.6 0.000
```
Forces are in eV/Å.

For the HOMO energy (alpha / beta), the calculation gives -8.983 / -8.995 eV. As for the spin multiplicity: 2. As for the expectation value of S²: 0.754. The gap between HOMO and LUMO (alpha / beta) comes out at 8.880 / 6.367 eV. The LUMO energy (alpha / beta) is -0.103 / -2.628 eV. As for the relative energy (zero: lowest compared OMol25 entry of this formula, charge and spin): 0.00 kcal/mol.


[3]
C9H14 | wB97M-V/def2-TZVPD

Structure (XYZ):
```
23
Properties=species:S:1:pos:R:3:forces:R:3:mulliken_spin:R:1
C 1.24648 -0.34669 1.49591 0.0 0.1 0.0 0.279
C -1.64088 -2.93009 -0.66826 0.0 0.2 -0.3 0.000
C 1.08628 2.19205 0.39244 -0.1 0.3 -0.1 0.238
C -0.01079 0.12800 1.05852 0.0 0.1 0.2 0.032
C -0.09002 1.37459 0.52211 0.0 -0.2 -0.1 0.136
C 0.95365 3.54605 -0.17393 -0.1 -0.2 0.0 0.024
C 2.42280 0.44880 1.37351 -0.3 -0.2 0.0 0.089
C -2.48818 -2.82356 -1.93565 -0.2 0.0 0.2 0.000
C 2.33765 1.70084 0.84305 0.4 -0.6 0.2 0.106
H 1.30993 -1.32434 1.95263 0.0 -0.1 0.0 0.008
H 1.90558 4.02469 -0.37224 0.0 0.0 0.0 -0.001
H -2.36653 -1.85552 -2.42320 0.1 -0.1 -0.1 0.000
H 0.37451 4.15203 0.53339 0.0 0.1 0.0 0.048
H -0.58244 -2.91474 -0.93351 0.1 0.0 0.1 0.000
H -3.54692 -2.92518 -1.69550 0.0 0.0 0.0 0.000
H -2.23523 -3.61095 -2.64359 0.0 0.0 0.0 0.000
H -1.84664 -3.84584 -0.11648 0.0 0.0 0.0 0.000
H 0.34800 3.50106 -1.08143 0.0 0.1 -0.1 0.026
H -1.04389 1.75755 0.17923 0.1 0.1 0.0 -0.001
H 3.36068 0.03581 1.72269 0.0 0.1 0.0 0.007
H -1.84655 -2.08725 -0.00368 0.0 -0.1 0.0 -0.001
H -0.89516 -0.47883 1.19485 0.1 0.0 -0.1 0.009
H 3.24766 2.28151 0.77915 -0.2 0.3 -0.2 0.001
```
Forces are in eV/Å.

For the HOMO energy (alpha / beta), the calculation gives -14.474 / -14.474 eV. The net charge is +1. As for the spin multiplicity: 2. As for the expectation value of S²: 0.768. The gap between HOMO and LUMO (alpha / beta) comes out at 10.061 / 6.238 eV. The LUMO energy (alpha / beta) is -4.413 / -8.236 eV. As for the relative energy (zero: lowest compared OMol25 entry of this formula, charge and spin): 0.14 kcal/mol.


[4]
C13H7Cl2N3O3S | wB97M-V/def2-TZVPD

Structure (XYZ):
```
29
Properties=species:S:1:pos:R:3:forces:R:3:lowdin_charge:R:1
Cl 0.73444 -2.96602 -3.73419 -0.1 1.5 0.9 0.635
Cl 2.68131 1.74402 -1.84021 -0.7 -0.2 0.3 0.735
S 1.58448 3.12056 1.95100 -0.7 0.3 -0.3 1.153
O 4.11460 1.64743 4.36714 1.5 -0.1 1.1 0.108
O 0.08571 1.67542 0.01005 1.6 1.1 0.3 -0.001
O 2.97843 3.54482 4.69435 1.3 -3.6 -2.9 0.010
N -1.84398 -0.15789 -0.26312 -1.0 0.9 0.6 0.175
N 1.84711 0.69797 1.17688 -0.4 0.9 0.6 0.084
N 3.31785 2.46484 4.02517 -2.1 2.7 2.4 -0.358
C -3.89298 -0.81295 0.68882 -0.4 2.9 -0.1 -0.027
C -0.87469 -0.23731 -1.15596 2.3 0.6 0.6 -0.161
C 1.45467 -0.48456 -2.65725 -1.1 -1.4 0.0 -0.111
C 1.33834 0.63249 -1.82632 -1.9 -0.6 0.9 -0.549
C 2.59075 0.83835 2.33790 0.1 -1.9 -2.2 -0.123
C -0.71220 -1.32553 -2.02053 -0.5 -0.4 -0.3 -0.199
C 0.17882 0.69892 -0.99095 2.6 0.9 -0.8 -0.160
C -2.82906 -0.98360 -0.33114 0.2 -1.9 0.4 -0.315
C 2.58934 2.03005 2.89110 -1.5 3.3 -0.8 -0.463
C -1.78817 -2.22460 -2.13259 -0.4 0.9 1.5 0.001
C -2.84857 -2.05945 -1.28309 3.0 2.3 -0.4 0.031
C 1.19881 1.81844 0.86070 -0.2 -3.2 1.0 -0.596
C 0.47041 -1.48642 -2.70840 2.1 0.6 -1.3 -0.497
H -3.65964 -2.61808 -1.44034 -3.2 -2.2 -0.1 0.070
H 2.35257 -0.59730 -3.20935 0.6 -0.1 -0.5 0.091
H -1.68043 -2.98979 -2.84620 -0.3 -0.9 -0.7 0.072
H -4.12000 0.30165 0.51461 -0.2 -1.5 0.8 0.116
H 3.17577 0.01448 2.70975 -0.1 -0.2 0.0 0.133
H -4.76558 -1.35482 0.44791 -1.0 -0.7 -0.2 0.053
H -3.67813 -0.93109 1.76426 0.5 -0.1 -0.7 0.093
```
Forces are in eV/Å.

For the HOMO energy, the calculation gives -8.828 eV. The gap between HOMO and LUMO comes out at 7.719 eV. The LUMO energy is -1.109 eV. As for the SMILES: Cc1ccc2c(Cl)cc(Cl)c(Oc3ncc([N+](=O)[O-])s3)c2n1.


[5]
C5H6F2O2S | wB97M-V/def2-TZVPD

Structure (XYZ):
```
16
Properties=species:S:1:pos:R:3:forces:R:3:lowdin_charge:R:1
S 1.15020 -1.35568 1.44516 -2.6 1.4 0.4 0.941
F -1.86307 -0.69185 1.62232 0.9 0.8 -1.5 0.075
F -1.49829 -2.31718 -0.53764 0.6 1.5 0.3 0.025
O 0.43722 -1.27529 -1.04081 -0.8 0.5 -1.5 0.014
O 2.49101 -1.88379 -0.70382 0.5 0.0 -0.2 0.068
C -0.93855 -0.27070 0.72476 2.2 -2.1 0.4 -0.242
C 1.46121 -1.53316 -0.21692 1.1 -0.8 0.3 -0.965
C -0.61044 1.20144 0.68632 4.2 -1.6 1.5 -0.142
C -0.83792 -1.05684 -0.63660 -0.3 -2.3 2.5 -0.300
C 0.61160 1.55339 -0.30476 -3.5 -1.0 -0.5 -0.046
H -0.21531 1.39895 1.74170 -1.0 0.2 -1.3 0.143
H 0.67417 2.59411 -0.28485 0.4 1.7 0.2 0.054
H 1.53580 1.09337 -0.14057 1.2 -0.7 0.7 0.047
H -1.41219 1.80470 0.41702 -1.7 1.0 -0.2 0.096
H 0.29266 1.31645 -1.33017 0.2 0.0 0.2 0.086
H -1.27809 -0.57792 -1.44115 -1.3 1.3 -1.4 0.147
```
Forces are in eV/Å.

For the HOMO energy (alpha / beta), the calculation gives -9.879 / -9.879 eV. The gap between HOMO and LUMO (alpha / beta) comes out at 8.729 / 8.730 eV. The LUMO energy (alpha / beta) is -1.150 / -1.149 eV. As for the relative energy (zero: lowest compared OMol25 entry of this formula, charge and spin): 15.06 kcal/mol.


[6]
C3HNO2 | wB97M-V/def2-TZVPD

Structure (XYZ):
```
7
Properties=species:S:1:pos:R:3:forces:R:3:lowdin_charge:R:1
O -1.61384 -1.29250 -0.29903 0.5 1.4 0.1 0.161
O -0.24745 0.73487 -0.36517 -0.6 -2.3 0.1 0.009
N 3.08997 0.02606 -0.03071 -0.9 0.0 0.1 0.169
C 0.53879 0.00026 0.35569 1.0 -0.1 0.5 -0.097
C -1.49368 -0.15504 -0.03330 -0.6 0.3 -1.2 -0.193
C 1.93987 0.12395 0.09769 1.0 0.6 -0.2 -0.194
H -2.21533 0.57914 0.28839 -0.4 0.0 0.6 0.146
```
Forces are in eV/Å.

For the HOMO energy, the calculation gives -9.725 eV. The gap between HOMO and LUMO comes out at 8.535 eV. The LUMO energy is -1.189 eV. As for the relative energy (zero: lowest compared OMol25 entry of this formula, charge and spin): 63.19 kcal/mol.